# 1
C14H13BrF6IN2O9PtS2 | wB97M-V/def2-TZVPD

Values from the calculation:
**Lowest unoccupied orbital energy (spin up / spin down)**: -3.0552 / -7.1092 eV
**⟨S²⟩**: 6.019
**Maximum force**: 0.66 eV/Å
**2S+1**: 5
**Total charge**: +1
**Frontier orbital gap (spin up / spin down)**: 9.47 / 5.44 eV

Structure (XYZ):
```
49
Properties=species:S:1:pos:R:3:forces:R:3
Pt 0.10623 0.04362 -0.72720 0.6 0.2 -0.2
O 0.45312 -0.03291 1.86712 0.0 0.0 0.0
C 1.58015 -0.31489 2.69068 0.0 0.0 0.0
C 2.09866 -1.71821 2.44679 0.0 0.0 0.0
N 2.31848 -1.98990 1.03260 0.1 0.1 0.0
C 1.77428 -3.08746 0.45365 0.0 0.0 0.0
C 0.05501 -2.90351 -0.21474 -0.1 0.2 0.1
O -0.21692 -3.88815 -0.80021 0.0 -0.1 0.0
O -0.52941 -1.84239 0.14607 -0.1 -0.2 -0.1
C 3.24394 -1.11732 0.31279 -0.1 -0.1 0.1
C 2.97057 -1.05675 -1.18855 0.0 -0.1 0.1
O 3.87539 -1.09123 -1.97265 0.0 0.0 -0.1
O 1.69678 -1.00938 -1.53169 0.0 0.1 0.0
H -0.20968 -0.72992 1.97728 0.0 0.0 0.0
H 1.32421 -0.21025 3.74671 0.0 0.0 0.0
H 2.32347 0.44670 2.46194 0.0 0.0 0.0
H 1.38099 -2.45170 2.81594 0.0 0.0 0.0
H 3.03264 -1.86285 2.99852 0.0 0.0 0.0
H 1.53321 -3.88403 1.15336 0.0 0.0 0.0
H 2.25999 -3.41504 -0.45874 0.0 0.0 0.0
H 4.26795 -1.46165 0.46526 0.0 0.0 0.0
H 3.16593 -0.10668 0.71463 0.0 0.0 0.0
Br -0.05100 4.53819 3.03556 0.0 0.0 0.0
C -1.38191 3.20986 2.93448 0.0 0.0 0.0
C -2.27493 3.06071 3.98652 0.0 0.0 0.0
C -3.26579 2.09633 3.91572 0.0 0.0 0.0
C -3.38068 1.28429 2.79516 0.0 0.0 0.1
C -2.49987 1.43049 1.73621 0.0 0.1 0.0
C -1.49891 2.38873 1.82169 0.0 0.0 0.1
I -0.14020 2.63425 0.25079 -0.1 -0.2 -0.1
H -2.19121 3.70522 4.85083 0.0 0.0 0.0
H -3.96036 1.98909 4.73785 0.0 0.0 0.0
H -4.16751 0.54447 2.73512 0.0 0.0 0.0
H -2.61095 0.82428 0.85022 0.0 0.0 0.0
F -1.90143 -2.13893 -2.45610 0.0 0.0 0.0
C -2.60876 -1.26709 -3.16478 0.1 0.0 0.0
F -3.89559 -1.42940 -2.92259 0.0 0.0 0.0
F -2.35569 -1.42176 -4.44992 0.0 0.0 0.0
S -2.15276 0.45306 -2.66539 -0.1 0.0 0.0
O -2.32434 0.51015 -1.21905 -0.2 -0.1 0.0
O -2.85069 1.34697 -3.51116 0.1 0.1 0.0
N -0.53671 0.35786 -2.84344 -0.1 0.0 0.2
S 0.40112 1.61997 -3.24986 0.1 0.0 0.0
O 1.34291 1.68613 -2.12705 -0.1 0.0 -0.1
O -0.28388 2.79391 -3.65216 0.0 0.0 0.0
C 1.36105 0.96593 -4.69953 0.0 0.0 0.1
F 0.59774 1.08208 -5.76967 0.0 0.0 0.0
F 1.68133 -0.29226 -4.49259 0.0 0.0 0.0
F 2.44402 1.71141 -4.81643 0.0 0.0 -0.1
```
Positions in Å, forces in eV/Å.

natural (NBO) atomic charge list, values in e, 8 entries: atom 1 (Pt): 1.451, atom 2 (O): -0.746, atom 3 (C): -0.079, atom 4 (C): -0.258, atom 5 (N): -0.237, atom 6 (C): -0.264, atom 7 (C): 0.878, atom 8 (O): -0.456


# 2
C14H13ClN2S | wB97M-V/def2-TZVPD

Values from the calculation:
**Lowest unoccupied orbital energy**: -0.2921 eV
**Maximum force**: 5.70 eV/Å
**Total charge**: 0
**Frontier orbital gap**: 7.51 eV

Structure (XYZ):
```
31
Properties=species:S:1:pos:R:3:forces:R:3
C 0.37350 0.40531 -4.06600 1.3 0.3 -0.3
N -0.93916 -0.32570 -4.25549 0.5 0.8 1.1
C -1.31279 -0.99670 -2.95151 -1.5 1.0 0.8
C -1.31982 0.14727 -1.74729 -0.6 1.9 2.3
C -2.52119 1.29718 -1.88022 3.3 0.1 3.9
C -2.60206 2.43503 -0.68337 2.9 -2.8 -0.2
C -1.50983 2.41863 0.57853 -0.1 -2.5 -2.9
C -0.29550 1.27596 0.68801 -3.4 0.9 -3.2
C -0.21517 0.15088 -0.50167 -2.7 2.9 0.7
S 1.17949 -1.12974 -0.39221 -1.1 1.3 1.8
C 1.50440 -1.23802 1.48080 0.1 0.1 3.3
C 2.09452 -2.64088 2.11327 -0.3 2.2 2.9
C 2.41791 -2.79321 3.74017 -2.1 4.9 -2.0
C 2.06941 -1.45504 4.65501 -0.3 -0.1 -3.2
C 1.45345 -0.04047 4.01659 1.1 -4.0 -2.2
Cl 1.13587 1.32368 5.24207 0.4 -1.9 -2.1
C 1.15827 0.09114 2.37575 1.6 -2.9 2.7
N 0.64387 1.41862 1.86487 -1.8 -3.2 -0.4
H 0.21726 1.52568 -3.71706 0.5 -2.4 -0.3
H 1.00997 0.46317 -5.06481 -1.5 -0.3 1.9
H 1.01324 -0.22207 -3.28743 -1.2 1.6 -1.6
H -1.65001 0.42272 -4.48268 0.9 -1.4 0.5
H -0.66234 -1.94646 -2.68587 -1.2 2.2 -0.7
H -2.45286 -1.32786 -3.06517 2.5 0.5 0.4
H -3.25812 1.26422 -2.80682 1.7 0.1 2.3
H -3.43122 3.28835 -0.74308 2.1 -2.1 0.3
H -1.62708 3.25614 1.40344 0.4 -2.0 -1.9
H 2.33646 -3.60808 1.46055 -0.8 2.7 1.3
H 2.84360 -3.77109 4.24019 -1.0 2.3 -1.3
H 2.29609 -1.50114 5.82079 -0.7 0.3 -2.8
H 0.04983 1.81251 2.65068 1.1 -0.4 -1.1
```
Positions in Å, forces in eV/Å.

natural (NBO) atomic charge list, values in e, 8 entries: atom 1 (C): -0.445, atom 2 (N): -0.630, atom 3 (C): -0.275, atom 4 (C): 0.009, atom 5 (C): -0.278, atom 6 (C): -0.204, atom 7 (C): -0.273, atom 8 (C): 0.176


# 3
C14H13Co2O6S | wB97M-V/def2-TZVPD

Values from the calculation:
**Lowest unoccupied orbital energy**: 2.3076 eV
**Maximum force**: 5.06 eV/Å
**Total charge**: -1
**Frontier orbital gap**: 5.95 eV

Structure (XYZ):
```
36
Properties=species:S:1:pos:R:3:forces:R:3
C -1.56993 0.77613 3.47710 0.1 0.0 0.0
C -0.83300 2.04459 3.00604 -0.2 -0.1 -0.2
C 0.59848 2.10521 3.54353 -0.5 0.4 0.2
S 1.59436 0.75774 2.92674 0.8 0.1 -0.3
C 0.58839 -0.57624 3.55375 -0.5 -0.4 0.2
C -0.84957 -0.51117 3.03134 -0.2 0.1 -0.2
H -1.63855 0.78792 4.57205 0.1 0.0 0.0
H -2.61276 0.77953 3.12668 0.3 0.0 -0.1
H -0.79326 2.04626 1.90952 0.0 0.0 0.1
H -1.39465 2.95043 3.27792 0.1 -0.2 0.2
H 1.09123 3.04895 3.28870 0.0 -0.2 -0.1
H 0.59696 2.04479 4.63499 -0.1 0.1 0.1
H 1.07389 -1.52226 3.29412 0.0 0.2 -0.1
H 0.60068 -0.51511 4.64497 -0.1 0.0 0.1
H -1.41641 -1.40252 3.33786 0.1 0.2 0.1
H -0.82864 -0.54598 1.93515 0.0 0.0 0.1
O -0.11849 3.48553 -2.53803 0.1 0.9 0.3
C -0.29265 2.41620 -2.88728 0.1 -0.8 -0.7
Co -0.52734 0.69210 -3.41604 0.6 -0.6 -0.5
C -2.14262 0.03664 -2.96270 0.4 0.4 -0.7
O -3.15879 -0.38170 -2.67100 -0.6 -0.3 0.3
C -0.45156 0.42625 -5.23301 0.0 0.2 2.2
O -0.39595 0.25507 -6.35626 0.0 0.0 -0.5
C 1.14829 -0.34860 -3.07583 -0.7 0.3 1.1
C 0.40298 -0.34776 -1.81959 3.6 0.3 1.8
C 1.00379 0.35982 -0.69714 -2.9 -2.3 -3.5
Co 0.84359 -2.27164 -2.59232 -1.4 1.4 0.1
C -0.62409 -2.98275 -1.76212 1.5 0.0 -1.0
O -1.54495 -3.40803 -1.24640 -0.7 -0.1 0.5
C 2.37938 -2.71659 -1.77067 -1.3 0.2 -0.7
O 3.35685 -2.95637 -1.23965 1.1 -0.3 0.6
C 0.72775 -2.77715 -4.34626 -0.1 0.4 2.0
O 0.63818 -3.08553 -5.43709 0.0 -0.2 -0.9
H 2.16495 0.03124 -2.98070 0.0 0.2 -0.7
H 0.84417 0.02607 0.30865 0.1 -0.1 0.4
H 1.53926 1.27895 -0.83701 0.2 0.5 -0.2
```
Positions in Å, forces in eV/Å.

natural (NBO) atomic charge list, values in e, 8 entries: atom 1 (C): -0.395, atom 2 (C): -0.414, atom 3 (C): -0.543, atom 4 (S): 0.215, atom 5 (C): -0.544, atom 6 (C): -0.414, atom 7 (H): 0.183, atom 8 (H): 0.214


# 4
C14H13F16IO9S | wB97M-V/def2-TZVPD

Values from the calculation:
**Lowest unoccupied orbital energy**: -0.0783 eV
**Maximum force**: 1.53 eV/Å
**Total charge**: 0
**Frontier orbital gap**: 9.85 eV

Structure (XYZ):
```
54
Properties=species:S:1:pos:R:3:forces:R:3
O 1.76349 -1.59243 -4.14678 -0.7 0.1 0.6
C 0.83965 -1.63702 -3.36282 0.7 0.3 -0.7
C -0.35180 -0.71697 -3.44463 -0.1 -0.1 0.1
C -0.47310 0.02797 -2.11505 0.9 0.7 -0.7
O 0.80773 0.47803 -1.77567 -0.2 -0.4 0.6
O -0.97037 -0.79122 -1.07810 -0.4 0.0 0.1
S -2.58688 -0.81075 -1.20444 0.6 -0.1 -0.4
O -2.96533 -1.72575 -2.20986 -0.3 -0.5 -0.3
O -3.11011 -0.91227 0.09103 -0.3 0.3 0.7
O -2.74897 0.65698 -1.84009 0.3 -0.4 -0.1
C -1.44624 1.21336 -2.10223 -0.5 0.5 1.4
O -1.40557 1.94491 -3.22497 0.0 0.2 -0.4
I -1.08853 2.48759 -0.31573 0.0 -0.1 -0.4
H 0.79920 -2.36131 -2.53673 0.2 -0.1 0.0
H -1.21408 -1.34556 -3.62678 -0.4 0.0 -0.1
H -0.24138 -0.01229 -4.25674 0.1 0.2 -0.2
H 1.10972 1.06791 -2.48015 0.0 -0.1 0.0
H -1.65618 2.85795 -3.02143 -0.1 -0.1 -0.1
C -3.71230 4.37444 4.89344 -0.1 0.0 0.5
C -2.78091 4.05091 3.70947 -0.5 0.1 -0.2
C -1.79863 5.13001 3.24241 0.2 0.0 0.0
F -2.43502 6.22376 2.78555 -0.1 0.0 0.0
F -1.06505 4.61798 2.22225 0.0 0.0 0.0
F -3.50510 3.61108 2.66039 0.0 0.1 0.0
F -1.99198 3.02053 4.12691 0.1 0.0 0.1
O -5.05126 4.75742 4.61728 0.2 0.1 -0.6
C -5.42540 6.05978 4.39370 0.2 -0.2 0.3
C -6.02472 6.24332 2.99470 -0.1 0.0 -0.1
F -5.13088 5.91124 2.04510 0.1 0.0 0.0
F -6.35658 7.54544 2.83509 0.0 -0.1 0.0
F -4.42555 6.93219 4.62408 0.0 -0.1 -0.1
F -6.41688 6.34583 5.26728 0.0 0.1 0.1
H -3.82275 3.42439 5.41187 0.0 0.0 0.0
H -3.23948 5.05744 5.59887 0.1 0.1 -0.2
H -1.12037 5.41737 4.05031 0.0 0.0 0.0
H -6.91569 5.62178 2.88513 0.0 0.0 0.0
C 5.86852 -6.09011 -1.46826 0.1 -0.5 -0.2
C 5.99153 -5.13606 -0.26395 -0.1 0.3 -0.4
C 4.88980 -5.16535 0.80157 0.1 -0.1 0.2
F 3.69689 -4.80274 0.29377 0.0 0.0 -0.1
F 5.21558 -4.28559 1.77702 0.0 0.0 0.0
F 6.17743 -3.87247 -0.69647 0.0 0.0 0.0
F 7.12414 -5.51661 0.39487 0.0 -0.1 0.1
O 5.37329 -5.57532 -2.69492 -0.2 0.5 0.4
C 4.03523 -5.54384 -3.00567 0.3 -0.3 0.1
C 3.53959 -4.11150 -3.22712 -0.1 0.4 -0.1
F 3.71559 -3.36801 -2.11713 0.0 -0.1 0.1
F 2.21839 -4.14773 -3.50832 0.0 -0.4 0.1
F 3.28042 -6.19785 -2.10142 0.1 0.1 0.0
F 3.88530 -6.18242 -4.18798 0.0 -0.1 0.0
H 6.89719 -6.35574 -1.70280 0.0 0.0 0.0
H 5.36607 -7.01718 -1.19311 -0.2 0.1 0.1
H 4.80866 -6.16294 1.24270 0.0 0.0 0.0
H 4.07371 -3.64255 -4.05548 0.0 -0.1 0.0
```
Positions in Å, forces in eV/Å.

natural (NBO) atomic charge list, values in e, 8 entries: atom 1 (O): -0.520, atom 2 (C): 0.457, atom 3 (C): -0.580, atom 4 (C): 0.435, atom 5 (O): -0.684, atom 6 (O): -0.670, atom 7 (S): 2.555, atom 8 (O): -0.905